Computed, not measured: a 8-piece molecular cluster, C38H54F4N8O3 overall, with ωB97M-V/def2-TZVPD.

Geometry as XYZ:
```
107
Properties=species:S:1:pos:R:3:mulliken_charge:R:1
O -1.975 -4.531 -3.416 -0.53
C -0.822 -4.212 -3.480 0.03
C 0.212 -5.008 -4.313 -0.01
C 0.048 -5.969 -5.379 -0.57
C 1.293 -6.579 -5.920 -0.59
C 2.607 -6.198 -5.383 -0.56
C 2.734 -5.163 -4.253 0.74
C 4.130 -4.737 -3.584 -0.71
O 4.564 -5.927 -2.835 -0.36
C 4.234 -5.850 -1.516 0.96
F 4.586 -7.042 -0.921 -0.30
F 2.902 -5.681 -1.265 -0.21
F 4.919 -4.861 -0.847 -0.26
C 1.515 -4.582 -3.740 0.65
C 1.263 -3.533 -2.639 0.20
O 1.969 -3.050 -1.802 -0.53
N -0.130 -3.125 -2.809 0.25
F -0.744 -2.861 -1.609 -0.10
H -0.969 -6.235 -5.734 0.45
H 1.197 -7.328 -6.745 0.36
H 3.506 -6.679 -5.822 0.42
H 3.995 -3.860 -2.902 0.37
H 4.925 -4.551 -4.342 0.23
C -1.143 -0.429 0.856 -0.85
C -2.505 -1.056 1.121 -0.43
C -3.634 -0.371 0.346 -0.30
C -3.729 1.061 0.737 0.23
N -3.797 2.170 1.031 -0.50
H -1.110 0.614 1.182 0.41
H -0.365 -0.964 1.402 0.21
H -0.897 -0.465 -0.210 0.08
H -2.711 -1.013 2.194 0.31
H -2.473 -2.112 0.843 0.33
H -4.587 -0.860 0.558 0.34
H -3.454 -0.433 -0.730 0.16
C 0.754 1.892 -3.565 -1.17
C -0.595 2.601 -3.484 -0.30
C -1.674 1.748 -2.815 0.25
C -1.894 0.493 -3.582 0.01
N -2.069 -0.481 -4.166 -0.50
H 0.697 0.988 -4.175 0.32
H 1.499 2.546 -4.022 0.39
H 1.111 1.613 -2.569 0.29
H -0.912 2.874 -4.494 0.34
H -0.474 3.530 -2.922 0.05
H -2.614 2.302 -2.768 0.37
H -1.380 1.492 -1.794 -0.05
C 3.560 -5.399 2.817 -0.91
C 2.197 -6.029 3.085 -0.49
C 1.061 -5.335 2.329 -0.01
C 0.967 -3.910 2.744 0.24
N 0.896 -2.808 3.061 -0.50
H 3.596 -4.361 3.156 0.37
H 4.341 -5.942 3.351 0.34
H 3.799 -5.420 1.751 0.05
H 1.998 -6.001 4.159 0.32
H 2.228 -7.081 2.791 0.31
H 0.111 -5.828 2.541 0.33
H 1.233 -5.380 1.251 -0.03
C -1.963 6.614 0.073 -1.24
C -0.777 5.658 0.026 -0.11
C 0.458 6.270 -0.643 -0.38
C 0.147 6.641 -2.051 0.19
N -0.094 6.938 -3.140 -0.47
H -2.300 6.887 -0.930 0.39
H -2.807 6.146 0.583 0.31
H -1.707 7.530 0.611 0.32
H -1.074 4.750 -0.507 0.03
H -0.518 5.362 1.045 0.32
H 1.282 5.554 -0.640 0.29
H 0.784 7.163 -0.105 0.37
C -6.316 4.124 5.899 -1.13
C -6.202 3.887 4.398 -0.64
C -4.772 3.561 3.956 0.11
C -3.866 4.692 4.288 0.17
N -3.166 5.568 4.544 -0.54
H -5.724 4.984 6.217 0.31
H -7.354 4.324 6.176 0.38
H -5.978 3.250 6.459 0.29
H -6.559 4.776 3.870 0.29
H -6.859 3.061 4.116 0.37
H -4.742 3.387 2.878 0.11
H -4.414 2.658 4.455 0.32
C 3.611 -0.500 -6.386 -1.02
C 4.879 -0.833 -5.607 -0.31
C 5.686 -1.972 -6.240 -0.58
C 4.867 -3.212 -6.285 0.34
N 4.232 -4.171 -6.321 -0.39
H 2.920 -1.345 -6.412 0.31
H 3.086 0.334 -5.917 0.22
H 3.846 -0.217 -7.415 0.33
H 4.606 -1.099 -4.582 0.22
H 5.508 0.058 -5.551 0.32
H 6.588 -2.165 -5.655 0.30
H 5.990 -1.710 -7.255 0.34
C -0.514 5.241 7.399 -0.93
C -0.898 5.266 8.875 -0.43
C -1.603 3.985 9.330 -0.47
C -2.859 3.795 8.558 0.24
N -3.828 3.655 7.958 -0.37
H -1.394 5.168 6.755 0.19
H 0.010 6.159 7.128 0.31
H 0.144 4.396 7.180 0.29
H -1.544 6.129 9.059 0.29
H 0.005 5.407 9.476 0.31
H -1.845 4.045 10.392 0.27
H -0.958 3.117 9.178 0.27
```

Properties
Total energy in Ha: -2543.46121
SMILES: O=C1c2cccc(COC(F)(F)F)c2C(=O)N1F.CCCC#N.CCCC#N.CCCC#N.CCCC#N.CCCC#N.CCCC#N.CCCC#N

=====

Computed, not measured: C38H54N7OPbSSeSi3Te as an isolated structure, with ωB97M-V/def2-TZVPD.

Geometry as XYZ:
```
107
Properties=species:S:1:pos:R:3:mulliken_charge:R:1
Pb -1.328 0.224 -0.423 1.86
C -4.099 3.876 1.206 -1.94
C -3.475 2.644 0.630 -0.18
N -2.246 2.312 0.796 1.70
N -1.465 3.106 1.589 -1.23
C -0.191 2.718 1.617 -0.58
O 0.345 1.779 0.954 -0.15
C 0.672 3.493 2.563 0.42
C 0.127 4.253 3.595 -0.34
C 0.958 4.917 4.484 -0.68
C 2.338 4.838 4.344 -0.46
C 2.886 4.093 3.309 -0.83
C 2.056 3.422 2.424 -0.31
C -4.324 1.714 -0.178 0.98
C -5.660 2.001 -0.433 -0.73
C -6.427 1.101 -1.155 -0.54
C -5.851 -0.076 -1.602 -1.08
C -4.514 -0.296 -1.315 -0.17
N -3.775 0.577 -0.637 0.39
H -3.362 4.410 1.797 0.34
H -4.952 3.621 1.837 0.38
H -4.461 4.531 0.411 0.37
H -0.948 4.309 3.693 0.43
H 0.529 5.498 5.290 0.41
H 2.984 5.360 5.037 0.42
H 3.960 4.039 3.190 0.44
H 2.470 2.833 1.614 0.47
H -6.097 2.917 -0.065 0.47
H -7.467 1.316 -1.357 0.42
H -6.416 -0.813 -2.154 0.50
H -4.013 -1.205 -1.627 0.32
N -1.414 -4.570 -1.577 -0.42
C -1.545 -3.224 -1.494 0.36
S -1.703 -2.579 0.113 -0.52
N -1.545 -2.614 -2.660 -1.46
N -1.547 -1.258 -2.628 1.47
C -1.733 -0.666 -3.756 0.00
C -2.002 -1.388 -5.030 -0.77
C -1.023 -2.169 -5.635 0.01
C -1.292 -2.817 -6.829 -0.79
C -2.543 -2.701 -7.421 -0.45
C -3.524 -1.929 -6.818 -0.77
C -3.251 -1.268 -5.629 0.10
C -1.673 0.821 -3.793 0.26
C -1.660 1.508 -5.004 -0.89
C -1.589 2.891 -4.998 -0.58
C -1.525 3.565 -3.790 -1.02
C -1.529 2.812 -2.628 -0.58
N -1.609 1.484 -2.631 0.66
H -1.647 -5.120 -0.770 0.24
H -1.492 -4.986 -2.491 0.25
H -0.058 -2.277 -5.158 0.49
H -0.525 -3.420 -7.298 0.41
H -2.751 -3.212 -8.351 0.41
H -4.501 -1.839 -7.273 0.41
H -4.014 -0.657 -5.161 0.46
H -1.700 0.959 -5.933 0.53
H -1.579 3.436 -5.933 0.46
H -1.468 4.643 -3.741 0.49
H -1.466 3.285 -1.653 0.39
C -0.044 0.829 5.676 -0.95
Si 0.006 -0.452 4.331 -0.03
C 0.073 -2.178 5.040 -1.16
C -1.442 -0.327 3.161 0.33
C 1.622 -0.088 3.379 0.00
Te 1.721 -0.863 1.429 0.53
C 2.234 -2.842 1.980 -0.25
Si 3.997 -3.376 2.477 0.12
C 4.711 -2.191 3.733 -0.94
C 3.746 -5.044 3.268 -1.12
C 5.069 -3.528 0.962 -0.69
H -0.963 0.749 6.258 0.38
H 0.006 1.835 5.256 0.21
H 0.797 0.706 6.362 0.33
H -0.719 -2.299 5.782 0.38
H 1.022 -2.378 5.541 0.37
H -0.090 -2.946 4.281 0.37
H -2.365 -0.566 3.695 0.59
H -1.359 -1.057 2.349 -0.60
H -1.551 0.672 2.736 -0.15
H 2.505 -0.442 3.908 0.63
H 1.704 0.990 3.226 -0.51
H 1.848 -3.460 1.167 0.70
H 1.584 -3.025 2.841 -0.19
H 4.156 -2.235 4.673 0.31
H 4.735 -1.159 3.388 0.30
H 5.743 -2.470 3.953 0.42
H 3.100 -4.977 4.146 0.32
H 4.698 -5.469 3.590 0.33
H 3.291 -5.747 2.568 0.34
H 5.046 -2.622 0.359 -0.03
H 4.747 -4.367 0.343 0.31
H 6.107 -3.707 1.250 0.37
C 1.816 0.600 -1.873 -0.30
Si 3.605 0.241 -1.518 0.42
C 4.730 1.628 -2.021 -1.17
C 4.085 -1.384 -2.274 -1.12
Se 3.931 0.151 0.785 -0.58
H 1.703 0.942 -2.906 0.48
H 1.414 1.358 -1.199 0.01
H 1.226 -0.318 -1.787 -0.16
H 4.791 1.667 -3.112 0.35
H 5.743 1.498 -1.639 0.36
H 4.347 2.586 -1.668 0.34
H 3.970 -1.302 -3.359 0.41
H 3.441 -2.198 -1.935 0.33
H 5.121 -1.654 -2.067 0.33
```

Properties
Energy above the lowest of the compared OMol25 structures with the same formula, charge and spin in eV: 0.000
Net charge: +1

=====

no.,largest force on an atom (eV Å⁻¹),molecular weight (g mol⁻¹)
1,2.9,746.895
2,0.3,1154.983